Model 1:
Formula: C5H4
Source: the OMol25 dataset
Level of theory: ωB97M-V/def2-TZVPD

XYZ file:
```
9
C5H4 ωB97M-V/def2-TZVPD
C -0.380 -0.015 -0.582
C -1.098 -0.693 0.235
C -1.658 -1.344 1.224
C 0.625 0.685 -0.963
C 1.747 1.350 -1.084
H -2.516 -2.002 1.151
H 2.682 0.801 -1.180
H -1.197 -1.214 2.203
H 1.796 2.433 -1.004
```

## Properties
HOMO energy ... -0.3294 hartree
Spin multiplicity ... 1
SMILES ... C=C=C=C=C
Frontier orbital gap ... 9.520 eV



Model 2:
Formula: C5H4
Source: the OMol25 dataset
Level of theory: ωB97M-V/def2-TZVPD

XYZ file:
```
9
C5H4 ωB97M-V/def2-TZVPD
C -0.013 1.703 -0.971
C 0.070 0.518 -0.475
C -0.503 -0.946 2.261
C -0.221 -1.402 1.130
C 0.279 -0.775 -0.141
H 0.869 -1.220 -0.852
H -0.787 2.193 -1.436
H -0.430 -2.478 1.052
H 0.736 2.408 -0.568
```

## Properties
HOMO energy ... -0.3465 hartree
Spin multiplicity ... 1
Frontier orbital gap ... 9.066 eV



Model 3:
Formula: C5H4
Source: the OMol25 dataset
Level of theory: ωB97M-V/def2-TZVPD

XYZ file:
```
9
C5H4 ωB97M-V/def2-TZVPD
C -1.297 -0.279 1.714
C 0.371 -0.004 -0.256
C -0.382 -0.142 0.675
C -2.054 -0.454 2.717
C 1.273 0.161 -1.387
H -2.447 0.111 1.582
H 1.306 1.207 -1.706
H 2.284 -0.148 -1.106
H 0.947 -0.452 -2.233
```

## Properties
HOMO energy ... -0.3563 hartree
Spin multiplicity ... 1
Frontier orbital gap ... 10.395 eV



Unit: kJ/mol. Relative energies: model 1 0.0; model 2 201.5; model 3 128.6.



Model 1:
Formula: H10O5
Source: the OMol25 dataset
Level of theory: ωB97M-V/def2-TZVPD

XYZ file:
```
15
H10O5 ωB97M-V/def2-TZVPD
O -1.612 -0.678 2.519
O -0.594 -0.201 -0.205
O 3.022 -1.014 -2.970
O -2.956 1.880 0.724
O 1.894 0.067 -0.069
H 2.420 0.046 0.811
H -3.027 2.610 0.068
H -2.188 1.388 0.500
H -1.664 0.228 2.447
H 3.899 -1.275 -2.697
H -0.551 -0.870 -0.907
H 2.619 -0.380 -2.438
H 1.089 -0.322 0.101
H -0.970 -1.056 1.864
H -1.382 -0.421 0.252
```

## Properties
HOMO energy ... -0.4113 hartree
Spin multiplicity ... 1
SMILES ... O.O.O.O.O
Frontier orbital gap ... 11.381 eV



Model 2:
Formula: H10O5
Source: the OMol25 dataset
Level of theory: ωB97M-V/def2-TZVPD

XYZ file:
```
15
H10O5 ωB97M-V/def2-TZVPD
O -0.090 0.616 0.447
O 0.079 -2.227 1.983
O 2.238 -0.764 1.164
O -2.126 -0.468 -0.994
O -0.898 2.696 -2.115
H 2.705 -0.198 0.575
H 0.861 -1.682 1.784
H -2.657 0.264 -1.139
H -0.106 2.177 -2.025
H -1.587 2.055 -2.360
H 0.594 0.457 1.071
H 2.588 -1.575 0.813
H -0.155 -2.708 1.189
H -0.126 1.519 0.183
H -1.319 -0.162 -0.577
```

## Properties
HOMO energy ... -0.4035 hartree
Spin multiplicity ... 1
SMILES ... O.O.O.O.O
Frontier orbital gap ... 11.017 eV



Unit: kJ/mol. Relative energies: model 1 40.2; model 2 0.0.



Model 1:
Formula: H10O5
Source: the OMol25 dataset
Level of theory: ωB97M-V/def2-TZVPD

XYZ file:
```
15
H10O5 ωB97M-V/def2-TZVPD
O 3.549 -1.962 -1.295
O 2.358 1.414 1.874
O -4.105 -2.264 0.458
O 0.447 -0.325 0.007
O -1.982 3.188 -1.283
H -1.259 2.776 -0.797
H -3.477 -2.904 0.812
H -4.966 -2.672 0.609
H 2.657 -1.616 -1.177
H -2.741 3.099 -0.696
H 1.840 0.921 1.228
H -0.296 0.135 -0.399
H 4.109 -1.178 -1.267
H 1.801 1.427 2.661
H 0.197 -0.401 0.935
```

## Properties
HOMO energy ... -0.4140 hartree
Spin multiplicity ... 1
SMILES ... O.O.O.O.O
Frontier orbital gap ... 11.209 eV



Model 2:
Formula: H10O5
Source: the OMol25 dataset
Level of theory: ωB97M-V/def2-TZVPD

XYZ file:
```
15
H10O5 ωB97M-V/def2-TZVPD
O -0.193 0.895 -0.375
O 0.225 -0.101 2.193
O 2.778 -4.301 1.600
O -3.310 1.855 0.228
O 0.342 1.984 -3.848
H -0.531 2.341 -4.026
H 0.314 1.522 0.161
H 3.461 -4.647 1.006
H -0.658 0.284 2.109
H 2.694 -3.391 1.283
H 0.323 0.086 -0.250
H 0.088 -0.859 2.780
H 0.298 1.510 -3.013
H -3.423 0.898 0.250
H -2.404 1.926 -0.098
```

## Properties
HOMO energy ... -0.4182 hartree
Spin multiplicity ... 1
SMILES ... O.O.O.O.O
Frontier orbital gap ... 11.516 eV



Unit: kJ/mol. Relative energies: model 1 15.9; model 2 0.0.